No. 1
The following is a quantum chemistry calculation of an isolated ion of composition C9H18N5O2 and charge +1 in a non-equilibrium geometry, from OMol25.

```
34
Properties=species:S:1:pos:R:3:mulliken_charge:R:1
C 0.866 2.350 -3.893 -0.847
C 0.190 2.028 -2.478 0.645
O 0.724 2.498 -1.457 -0.502
O -0.995 1.225 -2.458 -0.298
C -0.625 -0.171 -2.537 -0.442
C -1.667 -1.166 -1.858 -0.778
C -2.314 -0.637 -0.495 -0.598
C -1.306 0.129 0.484 -0.217
C -1.244 -0.490 1.983 -0.888
N 0.193 -0.527 2.378 0.310
N 0.957 -1.485 1.809 -0.225
C 2.290 -1.309 2.309 0.419
N 3.326 -2.214 1.844 -0.479
N 2.365 -0.196 3.205 -0.457
C 0.985 0.298 3.230 0.237
N 0.512 1.368 3.910 -0.325
H 0.510 3.386 -4.225 0.293
H 2.000 2.388 -3.845 0.302
H 0.492 1.601 -4.666 0.282
H 0.384 -0.329 -1.997 0.293
H -0.436 -0.501 -3.625 0.323
H -2.537 -1.289 -2.603 0.326
H -1.215 -2.204 -1.742 0.295
H -3.190 0.062 -0.737 0.332
H -2.796 -1.553 0.013 0.352
H -1.712 1.200 0.598 0.250
H -0.237 0.212 0.111 0.374
H -1.727 -1.535 2.009 0.325
H -1.796 0.134 2.753 0.344
H 0.585 -2.170 1.144 0.256
H 3.954 -1.761 1.160 0.307
H 2.828 -2.961 1.327 0.293
H 0.360 1.373 4.926 0.236
H 0.277 2.248 3.424 0.261
```

Its charge is +1. The HOMO energy comes out at -13.07 eV. As for the energy: -777.661892 Eh. Its structure (SMILES) is CC(=O)OCCCCCn1[nH]c(N)nc1=[NH2+]. For the energy above the lowest of the compared OMol25 structures with the same formula, charge and spin, the calculation gives 56.3 kcal/mol. As for the gap between HOMO and LUMO: 9.58 eV.

No. 2
The following is a quantum chemistry calculation of a 4-piece molecular cluster, C9H18NO12 overall in a non-equilibrium geometry, from OMol25.

```
40
Properties=species:S:1:pos:R:3:mulliken_charge:R:1
N 19.498 -2.617 1.663 0.961
O 19.701 -3.734 2.095 -0.651
O 18.973 -2.618 0.559 -0.645
O 19.987 -1.590 2.170 -0.664
C 20.154 -0.470 7.840 -0.680
O 19.708 0.586 8.643 -0.307
C 20.085 1.857 8.301 0.779
O 20.797 2.186 7.387 -0.536
O 19.772 2.630 9.310 -0.298
C 19.819 3.968 9.227 -0.638
H 21.087 -0.258 7.318 0.332
H 19.467 -0.796 7.059 0.293
H 20.351 -1.317 8.497 0.237
H 19.498 4.415 10.168 0.246
H 19.306 4.456 8.398 0.271
H 20.869 4.255 9.163 0.301
C 12.840 -3.145 -1.396 -0.685
O 11.969 -2.766 -2.398 -0.285
C 12.441 -1.762 -3.187 0.777
O 13.549 -1.193 -3.154 -0.558
O 11.461 -1.564 -4.030 -0.298
C 11.509 -0.483 -4.917 -0.642
H 12.271 -3.695 -0.647 0.235
H 13.464 -2.431 -0.857 0.338
H 13.558 -3.821 -1.858 0.299
H 10.532 -0.433 -5.399 0.221
H 12.221 -0.725 -5.706 0.293
H 11.686 0.459 -4.398 0.305
C 15.665 2.463 4.024 -0.567
O 15.552 3.727 4.631 -0.320
C 16.435 4.701 4.502 0.817
O 17.491 4.645 3.829 -0.594
O 16.003 5.793 5.134 -0.305
C 16.565 7.082 4.946 -0.677
H 15.791 2.687 2.965 0.287
H 14.846 1.766 4.201 0.223
H 16.476 1.876 4.458 0.274
H 16.911 7.474 5.902 0.258
H 15.686 7.700 4.761 0.264
H 17.486 7.178 4.372 0.339
```

Its charge is -1. The HOMO energy comes out at -3.70 eV. As for the energy: -1311.250843 Eh. For the energy above the lowest of the compared OMol25 structures with the same formula, charge and spin, the calculation gives 20.0 kcal/mol. As for the gap between HOMO and LUMO: 5.81 eV.

No. 3
The following is a quantum chemistry calculation of a 3-piece molecular cluster, C9H18NO2 overall in a non-equilibrium geometry, from OMol25.

```
30
Properties=species:S:1:pos:R:3:mulliken_charge:R:1
C -0.767 -1.843 -1.220 -1.291
C -1.807 -1.350 -0.879 0.451
C 0.831 -2.607 -2.900 -1.279
C 2.095 2.936 -0.200 -1.404
C -0.266 -0.714 2.154 -0.650
C 0.683 -2.218 -1.512 -0.030
C 2.064 2.083 1.027 -0.190
C 0.821 0.304 2.002 -0.364
C -3.885 1.015 0.217 0.132
N 1.034 1.104 1.013 0.060
O -2.803 0.596 0.832 -0.338
O -4.909 0.436 0.128 -0.438
H 1.838 -3.045 -3.137 0.338
H 0.148 -3.375 -3.181 0.357
H 0.656 -1.870 -3.719 0.320
H 2.418 2.345 -1.028 0.398
H 1.070 3.331 -0.359 0.381
H 2.868 3.710 -0.238 0.369
H -0.828 -1.019 1.256 -0.089
H 0.083 -1.646 2.746 0.347
H -0.941 -0.242 2.822 0.366
H 1.285 -1.345 -1.154 0.088
H 1.036 -3.101 -0.767 0.244
H 1.916 2.771 1.940 0.386
H 3.035 1.586 1.033 0.362
H 0.406 1.095 0.123 0.422
H 1.417 0.389 2.809 0.549
H -3.708 2.061 -0.272 0.289
H -3.008 -0.317 1.172 0.343
H -2.781 -1.071 -0.710 0.870
```

Its charge is +1. The HOMO energy (spin up / spin down) comes out at -11.62 / -13.30 eV. As for the expectation value of S²: 2.01. As for the energy: -558.409058 Eh. Its spin multiplicity is 3. As for the gap between HOMO and LUMO (spin up / spin down): 8.75 / 3.95 eV.

No. 4
The following is a quantum chemistry calculation of a 2-piece molecular cluster, C9H18NO4 overall in a non-equilibrium geometry, from OMol25.

```
32
Properties=species:S:1:pos:R:3:mulliken_charge:R:1
C 1.665 -0.468 -0.363 0.080
C 1.099 -1.623 0.154 0.385
C -0.110 -2.104 -0.177 0.800
C 1.547 -2.153 1.456 -1.790
C 3.168 1.489 -0.799 -1.268
C -1.505 0.785 -2.576 -0.614
C -3.488 0.219 0.348 -0.827
C -1.089 0.878 1.835 -0.866
C 2.761 0.303 0.112 -0.150
N -1.170 0.035 -0.349 0.315
O -0.966 -2.834 -0.303 -0.206
O -1.470 1.079 -1.193 -0.429
O -2.317 -0.471 0.146 -0.306
O -0.424 0.569 0.699 -0.061
H 1.032 -0.080 -1.188 0.229
H 2.576 -2.319 1.511 0.420
H 1.273 -3.189 1.558 0.494
H 1.072 -1.625 2.239 0.382
H 3.654 1.041 -1.710 0.357
H 3.958 1.989 -0.295 0.415
H 2.405 2.179 -1.313 0.290
H -0.955 1.494 -3.258 0.249
H -2.509 0.725 -2.942 0.298
H -0.958 -0.193 -2.743 0.260
H -4.391 -0.384 -0.141 0.243
H -3.543 1.209 -0.152 0.341
H -3.881 0.216 1.321 0.392
H -1.494 1.854 1.799 0.282
H -0.262 0.938 2.631 0.317
H -1.739 0.088 2.154 0.381
H 2.276 0.601 1.067 0.277
H 3.787 -0.249 0.470 0.309
```

Its charge is +1. The HOMO energy comes out at -13.48 eV. As for the energy: -708.882949 Eh. For the energy above the lowest of the compared OMol25 structures with the same formula, charge and spin, the calculation gives 226.7 kcal/mol. As for the gap between HOMO and LUMO: 8.80 eV.